No. 1
C34H36NO4PSSc | the ωB97M-V functional and the def2-TZVPD basis

```
78
Properties=species:S:1:pos:R:3:forces:R:3
Sc -1.23436 -0.94650 -0.35625 0.0 -0.3 0.3
C -2.75782 -2.48684 0.70040 0.1 0.0 -0.1
C -3.56482 -1.51927 0.04210 0.0 0.1 -0.1
C -3.32463 -0.26100 0.64542 0.1 0.1 -0.1
C -2.40388 -0.45844 1.71637 0.1 0.1 -0.1
C -2.05814 -1.83045 1.74803 0.1 0.0 -0.1
C -1.16937 -2.49723 2.75073 0.0 -0.1 0.0
C -1.96832 0.57478 2.71298 0.0 0.0 0.0
C -3.98080 1.03260 0.25370 0.0 0.0 0.0
C -4.57740 -1.77321 -1.03475 0.0 0.0 0.0
C -2.68710 -3.95405 0.39346 0.0 0.0 0.0
H -1.76218 -2.86685 3.59054 0.0 0.0 0.0
H -0.42633 -1.81255 3.14898 0.0 0.0 0.0
H -0.63824 -3.34806 2.32422 0.0 0.0 0.0
H -2.60860 0.53057 3.59666 0.0 0.0 0.0
H -2.02647 1.58334 2.30797 0.0 0.0 0.0
H -0.94261 0.41360 3.04377 0.0 0.0 0.0
H -4.98570 1.09530 0.67661 0.0 0.0 0.0
H -4.08057 1.13183 -0.82905 0.0 0.0 0.0
H -3.41938 1.89450 0.61212 0.0 0.0 0.0
H -5.58222 -1.77511 -0.60766 0.0 0.0 0.0
H -4.44387 -2.74755 -1.50740 0.0 0.0 0.0
H -4.57103 -0.99812 -1.80497 0.0 0.0 0.0
H -1.67914 -4.34905 0.52828 0.0 0.0 0.0
H -3.00148 -4.17310 -0.62689 0.0 0.0 0.0
H -3.34178 -4.51986 1.05954 0.0 0.0 0.0
N -1.66694 -1.98880 -2.38041 -0.2 0.0 0.3
C -1.30143 -0.69704 -2.91597 0.4 -0.4 0.3
C -2.18478 0.11662 -3.60775 -0.1 0.2 -0.1
C -1.78869 1.40455 -3.94679 0.2 0.0 0.1
C -0.51516 1.86213 -3.59604 -0.1 -0.3 0.1
C 0.38586 1.01206 -2.96628 -0.1 0.1 -0.3
C -0.01010 -0.26227 -2.59065 -0.1 0.0 0.0
S -0.08244 3.59857 -3.72684 -0.2 0.2 0.3
O -0.63026 4.05071 -2.44546 0.1 -0.1 -0.1
O -0.78630 4.07097 -4.89032 0.0 0.0 -0.1
O 1.36360 3.59732 -3.77661 0.1 0.0 0.0
H -2.64971 -2.19616 -2.52563 0.0 0.0 0.0
H -1.12097 -2.76198 -2.74692 0.1 0.1 0.0
H -3.16048 -0.26163 -3.89134 0.0 0.0 0.0
H -2.45387 2.07219 -4.47954 0.0 0.0 0.0
H 1.38118 1.38012 -2.75679 0.0 0.0 0.0
H 0.67924 -0.91371 -2.04324 -0.1 0.0 -0.4
O 0.69237 -1.18974 0.33240 -0.3 0.2 0.0
P 1.79571 -0.16423 0.70499 -0.1 -0.2 -0.1
C 1.00920 1.39778 1.03922 0.0 0.1 0.0
C 1.46622 2.23229 2.05651 0.0 0.0 0.0
C 0.88947 3.48232 2.23775 0.0 0.0 0.0
C -0.12503 3.90844 1.39741 -0.1 0.0 0.0
C -0.58203 3.08959 0.37202 0.0 -0.1 0.0
C -0.02363 1.83188 0.19904 -0.1 0.3 0.1
C 2.73358 -0.67721 2.12615 0.1 -0.1 0.0
C 4.04608 -1.12814 1.97315 -0.1 0.0 0.1
C 4.76003 -1.55835 3.08173 0.0 0.0 0.0
C 4.17323 -1.53332 4.33775 0.0 0.0 0.0
C 2.87260 -1.07149 4.49774 0.0 0.0 0.0
C 2.15402 -0.64293 3.39649 0.0 0.0 0.0
C 2.89024 0.04732 -0.68719 0.0 0.0 -0.1
C 3.27285 -1.07153 -1.43305 0.0 0.0 0.0
C 4.07460 -0.91114 -2.55050 0.0 0.0 0.0
C 4.49168 0.36166 -2.92622 0.0 0.0 0.0
C 4.11846 1.47306 -2.18633 0.0 0.0 0.0
C 3.32044 1.32076 -1.06156 0.0 -0.1 0.0
H 2.27384 1.91026 2.70043 0.0 0.0 0.0
H 1.25035 4.12759 3.02742 0.0 0.0 0.0
H -0.55052 4.89557 1.51874 0.0 0.0 0.0
H -1.31290 3.45185 -0.33584 0.0 0.0 0.0
H -0.33835 1.29125 -0.69641 0.2 0.0 0.1
H 4.51193 -1.13908 0.99734 0.0 0.0 0.0
H 5.77622 -1.90819 2.96247 0.0 0.0 0.0
H 4.73385 -1.86402 5.20193 0.0 0.0 0.0
H 2.42435 -1.03967 5.48156 0.0 0.0 0.0
H 1.15097 -0.25796 3.52867 0.0 0.0 0.0
H 2.93501 -2.06057 -1.14380 0.0 0.0 0.0
H 4.36800 -1.77284 -3.13455 0.0 0.0 0.0
H 5.10333 0.48464 -3.80998 0.0 0.0 0.0
H 4.41685 2.46504 -2.49576 0.0 0.0 0.0
H 3.00448 2.19616 -0.50805 0.0 0.0 0.0
```
Forces are in eV/Å.

Values from the calculation:
HOMO-LUMO gap = 0.268 hartree
HOMO = -10.6 eV
E_LUMO = -3.3 eV
Net charge = +1

Atom-resolved charges from Mulliken, all expressed in e: number 1, Sc, carries 0.240; number 2, C, carries 0.713; number 3, C, carries 0.155; number 4, C, carries 0.535; number 5, C, carries 0.830; number 6, C, carries 0.432; number 7, C, carries -1.108; number 8, C, carries -0.768; number 9, C, carries -1.553; number 10, C, carries -1.285; number 11, C, carries -1.936; number 12, H, carries 0.391; number 13, H, carries 0.098; number 14, H, carries 0.345; number 15, H, carries 0.416; number 16, H, carries 0.240; number 17, H, carries -0.085; number 18, H, carries 0.384; number 19, H, carries 0.317; number 20, H, carries 0.329; number 21, H, carries 0.386; number 22, H, carries 0.382; number 23, H, carries 0.369; number 24, H, carries 0.383; number 25, H, carries 0.383; number 26, H, carries 0.370; number 27, N, carries 0.022; number 28, C, carries 0.275; number 29, C, carries -1.054; number 30, C, carries -0.869; number 31, C, carries -0.316; number 32, C, carries -0.416; number 33, C, carries -0.468; number 34, S, carries 1.258; number 35, O, carries -0.626; number 36, O, carries -0.692; number 37, O, carries -0.670; number 38, H, carries 0.167; number 39, H, carries 0.296; number 40, H, carries 0.442; number 41, H, carries 0.547; number 42, H, carries 0.645; number 43, H, carries 1.419; number 44, O, carries -0.596; number 45, P, carries 2.542; number 46, C, carries 0.907; number 47, C, carries -0.698; number 48, C, carries -0.906; number 49, C, carries -0.985; number 50, C, carries -1.289; number 51, C, carries 0.863; number 52, C, carries 0.360; number 53, C, carries -0.974; number 54, C, carries -0.751; number 55, C, carries -0.619; number 56, C, carries -1.166; number 57, C, carries -0.002; number 58, C, carries 0.326; number 59, C, carries -0.564; number 60, C, carries -0.781; number 61, C, carries -0.665; number 62, C, carries -0.473; number 63, C, carries -0.604; number 64, H, carries 0.600; number 65, H, carries 0.469; number 66, H, carries 0.435; number 67, H, carries 0.675; number 68, H, carries -0.487; number 69, H, carries 0.362; number 70, H, carries 0.458; number 71, H, carries 0.410; number 72, H, carries 0.458; number 73, H, carries 0.538; number 74, H, carries 0.524; number 75, H, carries 0.467; number 76, H, carries 0.429; number 77, H, carries 0.441; number 78, H, carries 0.370

---

No. 2
C34H37BFN12O3STi | the ωB97M-V functional and the def2-TZVPD basis

```
90
Properties=species:S:1:pos:R:3:forces:R:3
Ti -1.27270 -0.15120 -1.92833 0.1 0.4 0.3
C -0.58097 3.97413 -0.94040 -0.1 0.0 0.0
C -1.41060 2.87858 -1.17514 0.1 0.0 0.0
N -0.72800 1.91722 -1.79376 0.0 -0.3 0.0
N 0.53565 2.35385 -1.95479 0.1 0.1 0.0
C 0.64334 3.59419 -1.45704 0.0 0.0 0.0
B 1.58971 1.62085 -2.82269 -0.1 -0.1 0.0
N 1.74779 0.13300 -2.39953 0.1 0.0 -0.1
C 2.90544 -0.49537 -2.15034 0.0 0.0 0.0
C 2.67747 -1.85775 -2.14247 0.0 -0.1 0.0
C 1.31340 -1.97418 -2.40886 0.1 0.0 0.0
N 0.76213 -0.77381 -2.56662 -0.1 0.1 0.1
N 1.15217 1.63330 -4.29075 0.1 0.1 0.1
C 1.79488 2.12950 -5.36714 0.0 0.0 0.0
C 1.04787 1.82481 -6.48314 0.0 0.0 0.0
C -0.05568 1.12628 -5.96779 0.0 0.0 0.0
N 0.01289 1.01730 -4.64916 0.0 0.0 -0.1
H -0.83620 4.90544 -0.46700 0.0 0.0 0.0
H -2.44626 2.72330 -0.91784 0.0 0.0 0.0
H 1.57774 4.12625 -1.51295 0.0 0.0 0.0
H 2.64399 2.17902 -2.68535 0.0 0.0 0.0
H 3.81600 0.06541 -2.02253 0.0 0.0 0.0
H 3.39146 -2.64614 -1.98304 0.0 0.0 0.0
H 0.71070 -2.86437 -2.48933 0.0 0.0 0.0
H 2.72867 2.65605 -5.26059 0.0 0.0 0.0
H 1.26614 2.06667 -7.50863 0.0 0.0 0.0
H -0.88441 0.68877 -6.50281 0.0 0.0 0.0
C -3.87495 0.84276 -6.66225 0.0 0.0 0.0
N -3.60215 -0.43743 -6.02973 0.1 0.0 0.1
C -3.68233 -1.67927 -6.63566 -0.1 0.0 0.0
C -3.40020 -2.60204 -5.70641 0.0 0.0 0.0
N -3.13360 -1.91904 -4.51779 0.0 0.0 0.0
C -3.24967 -0.57144 -4.72887 0.0 0.1 -0.1
S -3.05496 0.70394 -3.66113 0.0 -0.1 0.0
C -3.01291 -2.58699 -3.27050 0.1 0.0 -0.1
C -3.89322 -3.62344 -3.00497 -0.1 -0.1 0.0
C -3.74121 -4.34688 -1.83721 0.1 0.1 0.0
C -2.69684 -4.02174 -0.98735 -0.1 -0.1 0.0
C -1.88260 -2.96341 -1.32478 0.1 0.1 0.0
N -2.03914 -2.22780 -2.43993 -0.1 -0.1 0.1
H -4.44508 0.66436 -7.57011 0.0 0.0 0.0
H -2.94963 1.36396 -6.90159 0.0 0.0 0.0
H -4.45251 1.46116 -5.97996 0.0 0.0 0.0
H -3.92245 -1.79047 -7.67760 0.0 0.0 0.0
H -3.33076 -3.67175 -5.77525 0.0 0.0 0.0
H -4.69868 -3.83446 -3.69359 0.0 0.0 0.0
H -4.42941 -5.14454 -1.59453 0.0 0.0 0.0
H -2.53006 -4.56475 -0.06896 0.0 0.0 0.0
H -1.06641 -2.65896 -0.68021 0.0 0.0 0.0
C -2.16308 0.82991 5.69185 0.0 0.0 0.0
C -1.93534 -0.55898 5.10744 0.0 0.1 0.1
N -1.48374 -0.52379 3.72453 0.0 0.0 -0.1
C -2.41913 -0.63703 2.72922 -0.1 0.0 0.1
C -2.10525 -0.56487 1.41522 0.2 0.1 -0.2
C -3.20473 -0.60041 0.39635 -0.1 0.0 0.1
O -4.29606 -1.06382 0.68044 0.0 0.0 0.0
O -2.89516 -0.08041 -0.75136 0.1 -0.1 -0.1
C -0.74536 -0.38810 1.02684 0.0 0.1 0.3
O -0.35932 -0.40021 -0.23129 -0.2 -0.2 -0.2
C 0.22293 -0.20871 2.03982 0.0 0.0 -0.2
C 1.57683 0.03005 1.70212 0.0 0.0 0.0
C 2.48850 0.22867 2.70712 -0.1 0.0 0.0
F 3.78365 0.51153 2.38272 0.0 0.0 0.0
C 2.15401 0.18056 4.04915 0.1 0.1 -0.1
C 0.80844 -0.05581 4.39308 -0.1 -0.1 0.1
C -0.15195 -0.25625 3.41484 0.1 0.0 0.1
N 3.11354 0.44086 5.08474 0.0 0.0 0.0
C 4.27255 -0.43219 5.09198 0.0 0.0 0.1
C 4.99219 -0.29610 6.42008 -0.1 -0.1 -0.1
N 5.39577 1.14470 6.58970 0.0 0.0 0.1
C 4.21106 2.06989 6.50933 -0.1 0.1 -0.1
C 3.50105 1.83578 5.18920 0.1 0.0 0.0
H -2.48982 0.75001 6.72913 0.0 0.0 0.0
H -2.93418 1.35486 5.12754 0.0 0.0 0.0
H -1.25264 1.42836 5.65832 0.0 0.0 0.0
H -2.86467 -1.12645 5.12764 0.0 0.0 0.0
H -1.21069 -1.12026 5.69966 0.0 0.0 0.0
H -3.44544 -0.78447 3.03540 0.0 0.0 0.0
H 1.87070 0.06808 0.66277 0.0 0.0 0.0
H 0.56732 -0.08495 5.44562 0.0 0.0 0.0
H 4.97769 -0.21338 4.27441 0.0 0.0 0.0
H 3.94414 -1.46325 4.97127 0.0 0.0 0.0
H 5.89359 -0.90461 6.46495 0.0 0.0 0.0
H 4.33273 -0.53969 7.25079 0.0 0.0 0.0
H 6.05012 1.38717 5.84167 0.0 0.0 0.0
H 5.88645 1.27526 7.47393 0.0 0.0 0.0
H 4.57571 3.09091 6.60586 0.0 0.0 0.0
H 3.56178 1.82342 7.34726 0.0 0.0 0.0
H 4.15379 2.15275 4.35751 0.0 0.0 0.0
H 2.60817 2.45815 5.15955 0.0 0.0 0.0
```
Forces are in eV/Å.

Values from the calculation:
HOMO-LUMO gap (alpha / beta) = 0.145 / 0.257 hartree
2S+1 = 3
HOMO (alpha / beta) = -6.7 / -9.7 eV
<S²> = 2.03
E_LUMO (alpha / beta) = -2.7 / -2.7 eV
Net charge = +1

Atom-resolved charges from Mulliken, all expressed in e: number 1, Ti, carries -0.626; number 2, C, carries -1.324; number 3, C, carries -0.416; number 4, N, carries 0.710; number 5, N, carries 0.217; number 6, C, carries -0.267; number 7, B, carries -0.047; number 8, N, carries 0.658; number 9, C, carries -0.461; number 10, C, carries -1.371; number 11, C, carries -0.220; number 12, N, carries -0.006; number 13, N, carries -0.111; number 14, C, carries -0.228; number 15, C, carries -1.264; number 16, C, carries -0.239; number 17, N, carries 0.089; number 18, H, carries 0.434; number 19, H, carries 0.556; number 20, H, carries 0.459; number 21, H, carries -0.175; number 22, H, carries 0.496; number 23, H, carries 0.448; number 24, H, carries 0.522; number 25, H, carries 0.455; number 26, H, carries 0.419; number 27, H, carries 0.490; number 28, C, carries -0.817; number 29, N, carries 0.246; number 30, C, carries -0.575; number 31, C, carries -0.568; number 32, N, carries 0.384; number 33, C, carries 0.156; number 34, S, carries -0.501; number 35, C, carries 0.329; number 36, C, carries -0.774; number 37, C, carries -0.653; number 38, C, carries -1.188; number 39, C, carries -0.226; number 40, N, carries 0.474; number 41, H, carries 0.370; number 42, H, carries 0.291; number 43, H, carries 0.363; number 44, H, carries 0.481; number 45, H, carries 0.568; number 46, H, carries 0.578; number 47, H, carries 0.432; number 48, H, carries 0.452; number 49, H, carries 0.671; number 50, C, carries -1.018; number 51, C, carries -1.064; number 52, N, carries 0.219; number 53, C, carries -0.055; number 54, C, carries 0.370; number 55, C, carries -0.054; number 56, O, carries -0.748; number 57, O, carries -0.339; number 58, C, carries 0.491; number 59, O, carries 0.773; number 60, C, carries 1.236; number 61, C, carries -0.560; number 62, C, carries 0.078; number 63, F, carries -0.414; number 64, C, carries -1.530; number 65, C, carries -1.120; number 66, C, carries 0.286; number 67, N, carries 0.366; number 68, C, carries -0.439; number 69, C, carries -0.860; number 70, N, carries -0.143; number 71, C, carries -0.862; number 72, C, carries -0.454; number 73, H, carries 0.381; number 74, H, carries 0.319; number 75, H, carries 0.308; number 76, H, carries 0.469; number 77, H, carries 0.432; number 78, H, carries 0.552; number 79, H, carries 0.467; number 80, H, carries 0.366; number 81, H, carries 0.363; number 82, H, carries 0.422; number 83, H, carries 0.426; number 84, H, carries 0.357; number 85, H, carries 0.406; number 86, H, carries 0.348; number 87, H, carries 0.408; number 88, H, carries 0.357; number 89, H, carries 0.336; number 90, H, carries 0.436

---

no.,DFT total energy (eV),strongest force on any atom (eV Å⁻¹)
1,-86345.419,0.6
2,-97226.213,0.5